# 1
12
Properties=species:S:1:pos:R:3 method="wB97M-V/def2-TZVPD" de_lowest_kj_mol=445.9 multiplicity=1 total_energy_ha=-306.33648 lumo_ev=0.670
C -1.034 0.264 1.109
C 0.011 -0.192 0.137
C -0.124 -0.484 -1.351
O 1.200 0.148 -1.579
C 1.228 0.374 -0.262
O 2.232 0.543 0.511
H -1.606 -0.576 1.515
H -0.565 0.776 1.954
H -1.747 0.961 0.651
H 1.372 -0.366 0.897
H -0.895 0.070 -1.892
H -0.072 -1.519 -1.690

# 2
12
Properties=species:S:1:pos:R:3 method="wB97M-V/def2-TZVPD" de_lowest_kj_mol=177.4 multiplicity=1 total_energy_ha=-306.43873 smiles="C=C(O)CC=O" lumo_ev=0.766
O 0.601 -1.218 -1.191
C 0.431 -0.651 0.042
C -0.912 -0.049 0.428
C -0.926 1.240 -0.413
O -0.024 1.484 -1.164
C 1.546 -0.351 0.687
H -0.207 -1.511 -1.613
H -1.817 -0.641 0.221
H -0.951 0.218 1.499
H -1.764 1.964 -0.343
H 1.552 0.028 1.696
H 2.471 -0.513 0.150

# 3
12
Properties=species:S:1:pos:R:3 method="wB97M-V/def2-TZVPD" de_lowest_kj_mol=289.8 multiplicity=1 total_energy_ha=-306.39591 smiles="O=C1CC1.C=O" lumo_ev=0.820
O -0.994 1.674 2.073
C -0.713 2.145 1.000
O -1.036 0.443 -1.087
C -0.261 -0.417 -0.756
C 0.829 -1.319 -1.148
C 0.282 -1.262 0.314
H -1.447 2.661 0.353
H 0.318 2.100 0.595
H 0.594 -2.196 -1.748
H 1.811 -0.887 -1.336
H -0.315 -2.104 0.661
H 0.909 -0.810 1.082

Q: What is the multiplicity in the third record?
A: 1

Q: Which value of multiplicity does entry 1 give?
A: 1